Entry 1:
2 unconnected molecules or ions with the total composition C3H6O2S in a non-equilibrium geometry. Source: the Open Molecules 2025 dataset; level of theory: ωB97M-V with the def2-TZVPD basis set.

As for the total charge: 0. The HOMO energy comes out at -8.4751 eV. The energy above the lowest of the compared OMol25 structures with the same formula, charge and spin comes out at 5.2817 eV. Its molar mass is 106.146 g mol⁻¹. The HOMO-LUMO gap is 8.5 eV. The calculation puts the LUMO energy at 0.021 eV.

Last column: natural (NBO) charge in e.
Element x y z (Å)
C -1.315 -2.296 0.014  -0.724
C 1.331 2.038 0.720  -0.784
C 1.045 0.797 -0.023  0.287
O -3.706 -3.042 -0.398  -0.908
O 1.215 0.789 -1.304  -0.616
S -2.560 -3.188 0.555  1.135
H -1.532 -1.642 -0.887  0.244
H 2.446 2.005 0.722  0.257
H 1.098 2.219 1.785  0.254
H 0.955 2.842 0.067  0.192
H -0.292 -2.310 0.383  0.248
H 1.315 1.787 -1.633  0.415

***

Entry 2:
A single C3H6O2S2 molecule in a non-equilibrium geometry. Source: the Open Molecules 2025 dataset; level of theory: ωB97M-V with the def2-TZVPD basis set.

As for the total charge: 0. The HOMO energy comes out at -8.6947 eV. The SMILES is O=C(O)CCSS. The energy above the lowest of the compared OMol25 structures with the same formula, charge and spin comes out at 1.4268 eV. Its molar mass is 138.213 g mol⁻¹. The HOMO-LUMO gap is 8.9 eV. The calculation puts the LUMO energy at 0.201 eV.

Last column: natural (NBO) charge in e.
Element x y z (Å)
C 0.674 0.493 0.783  -0.516
C 0.711 -0.808 1.642  0.790
O 0.107 -1.814 0.954  -0.697
O 1.437 -1.061 2.618  -0.586
C -0.339 0.401 -0.434  -0.577
S -0.810 1.886 -1.181  0.121
S -2.216 1.410 -2.694  -0.134
H 1.777 0.457 0.461  0.255
H 0.570 1.555 1.222  0.256
H 0.665 -2.606 1.177  0.508
H 0.128 -0.013 -1.259  0.215
H -1.120 -0.201 -0.065  0.234
H -1.585 0.300 -3.223  0.131

***

Entry 3:
A single C3H6O2S2 molecule in a non-equilibrium geometry. Source: the Open Molecules 2025 dataset; level of theory: ωB97M-V with the def2-TZVPD basis set.

Its spin multiplicity is 3. As for the total charge: 0. The HOMO energy (spin up / spin down) comes out at -9.1998 / -10.4824 eV. The energy above the lowest of the compared OMol25 structures with the same formula, charge and spin comes out at 0.2460 eV. Its molar mass is 138.213 g mol⁻¹. The HOMO-LUMO gap (spin up / spin down) is 9.7 / 7.2 eV. The calculation puts the LUMO energy (spin up / spin down) at 0.455 / -3.233 eV.

Last column: natural (NBO) charge in e.
Element x y z (Å)
C -0.436 0.214 0.407  -0.355
C 1.874 -0.306 0.166  -0.606
C 0.670 0.313 -0.561  -0.495
O -2.702 -0.872 1.131  -0.888
O -2.090 -0.917 -1.251  -0.908
S -2.802 1.687 -0.415  -0.045
S -2.047 -0.222 -0.017  1.942
H -0.408 0.276 1.451  0.219
H 1.995 0.248 1.096  0.208
H 2.909 -0.432 -0.359  0.227
H 1.741 -1.319 0.539  0.215
H 0.314 -0.034 -1.549  0.252
H 0.981 1.363 -0.639  0.234

***

Entry 4:
2 unconnected molecules or ions with the total composition C3H6O3 in a non-equilibrium geometry. Source: the Open Molecules 2025 dataset; level of theory: ωB97M-V with the def2-TZVPD basis set.

As for the total charge: 0. The HOMO energy comes out at -10.2103 eV. The SMILES is CC=O.O=CO. The energy above the lowest of the compared OMol25 structures with the same formula, charge and spin comes out at 1.1826 eV. Its molar mass is 90.078 g mol⁻¹. The HOMO-LUMO gap is 11.0 eV. The calculation puts the LUMO energy at 0.815 eV.

Last column: natural (NBO) charge in e.
Element x y z (Å)
O -0.121 0.832 -0.820  -0.534
C -0.349 0.147 -1.777  0.456
C -1.360 -0.979 -1.800  -0.728
H 0.401 0.106 -2.601  0.099
H -1.155 -1.678 -2.610  0.220
H -1.226 -1.494 -0.859  0.245
H -2.380 -0.609 -1.902  0.243
O 2.500 0.552 2.785  -0.585
C 1.326 0.758 2.885  0.642
O 0.473 0.650 1.841  -0.674
H 0.786 1.072 3.781  0.114
H 1.104 0.645 1.079  0.501

***

Entry 5:
A single C3H6O3 molecule in a non-equilibrium geometry. Source: the Open Molecules 2025 dataset; level of theory: ωB97M-V with the def2-TZVPD basis set.

As for the total charge: 0. The HOMO energy comes out at -10.4221 eV. The SMILES is O=C(CO)CO. The energy above the lowest of the compared OMol25 structures with the same formula, charge and spin comes out at 2.0883 eV. Its molar mass is 90.078 g mol⁻¹. The HOMO-LUMO gap is 11.0 eV. The calculation puts the LUMO energy at 0.594 eV.

Last column: natural (NBO) charge in e.
Element x y z (Å)
O -1.937 1.007 0.816  -0.700
C -0.557 1.046 0.639  -0.164
C -0.021 -0.277 0.231  0.575
O -0.777 -1.248 0.234  -0.602
C 1.302 -0.462 -0.480  -0.167
O 0.686 -0.989 -1.644  -0.706
H -2.234 0.132 0.512  0.491
H -0.035 1.295 1.573  0.205
H -0.257 1.792 -0.114  0.202
H 1.970 -1.198 -0.006  0.187
H 1.870 0.471 -0.623  0.191
H -0.009 -1.567 -1.138  0.488

***

Entry 6:
A single C3H6O3 molecule in a non-equilibrium geometry. Source: the Open Molecules 2025 dataset; level of theory: ωB97M-V with the def2-TZVPD basis set.

As for the total charge: 0. The HOMO energy comes out at -10.3860 eV. The SMILES is COC(=O)CO. The energy above the lowest of the compared OMol25 structures with the same formula, charge and spin comes out at 2.3428 eV. Its molar mass is 90.078 g mol⁻¹. The HOMO-LUMO gap is 11.2 eV. The calculation puts the LUMO energy at 0.783 eV.

Last column: natural (NBO) charge in e.
Element x y z (Å)
C 2.090 -0.258 0.235  -0.266
O 0.720 -0.342 0.629  -0.487
C -0.148 0.005 -0.317  0.758
O 0.146 0.368 -1.432  -0.588
C -1.577 -0.087 0.140  -0.165
O -2.038 1.150 0.646  -0.689
H 2.277 -0.921 -0.615  0.195
H 2.337 0.768 -0.048  0.199
H 2.661 -0.573 1.107  0.198
H -2.144 -0.208 -0.859  0.152
H -1.846 -0.931 0.764  0.198
H -2.481 1.030 -0.251  0.494